112
Properties=species:S:1:pos:R:3:forces:R:3 method="wB97M-V/def2-TZVPD" charge=-2 homo_lumo_gap_ev="7.30 / 7.29" multiplicity=2 s_squared=0.755 e_above_lowest_kcal_mol=13.4 lumo_energy_ev="3.32 / 3.31" energy_ev=-113591.788
Rb -0.5116 1.5057 1.2210 -0.307 -1.075 -0.568
O 1.1808 0.6490 -1.5726 0.103 -0.029 0.256
C 1.9338 1.5389 -2.3657 -0.010 0.042 -0.206
C 2.2351 2.8803 -1.6748 0.042 -0.023 -0.070
N 1.1900 3.3540 -0.7859 -0.057 -0.120 0.206
C 1.7044 3.8279 0.4837 0.161 0.064 0.085
C 2.2844 2.6954 1.3744 0.137 0.352 0.050
O 2.8045 3.0616 2.4448 0.001 0.086 -0.031
O 2.1352 1.5117 0.9769 0.380 -0.291 -0.001
C 0.1902 4.1990 -1.3962 -0.006 0.105 -0.109
C -0.6107 3.3756 -2.3907 0.117 0.089 -0.161
O -0.4370 3.4474 -3.5947 0.022 0.012 -0.022
O -1.4618 2.5403 -1.8456 -0.054 -0.072 0.252
H 1.5119 0.7595 -0.6575 0.059 -0.002 -0.003
H 1.3731 1.6891 -3.2914 -0.010 0.020 0.025
H 2.9017 1.0945 -2.6399 -0.052 -0.005 -0.034
H 2.4662 3.6303 -2.4498 0.000 -0.032 -0.003
H 3.1366 2.7497 -1.0759 -0.034 -0.001 0.014
H 0.8931 4.2972 1.0431 0.000 -0.006 0.078
H 2.4923 4.5912 0.3746 -0.044 -0.010 -0.008
H 0.6202 5.0523 -1.9470 -0.015 -0.029 0.039
H -0.4853 4.5707 -0.6238 0.015 -0.006 0.014
N 1.0125 2.3812 5.2580 0.020 -0.040 -0.038
C 0.9835 1.4704 4.2604 0.268 0.191 -0.006
N 0.0458 0.6133 4.0654 0.215 0.019 -0.137
C -1.0723 0.6699 4.8766 -0.194 0.002 0.097
N -2.1540 0.0580 4.5549 -0.142 -0.055 -0.373
N -2.0998 -0.4150 3.2492 -0.053 -0.312 0.402
C -2.4161 -1.6333 3.0932 -0.039 0.330 0.191
C -2.3151 -2.2517 1.7666 0.010 -0.240 -0.152
C -2.8457 -3.5254 1.5563 0.074 0.123 0.011
C -2.6717 -4.1266 0.3223 0.025 0.042 -0.028
C -1.9685 -3.4401 -0.6530 0.038 0.019 -0.015
C -1.4728 -2.1769 -0.3479 0.042 -0.099 -0.099
N -1.6386 -1.5892 0.8261 -0.193 0.141 -0.073
C -1.0229 1.4758 6.1006 -0.010 0.137 0.122
C -2.0262 1.4558 7.0691 0.080 -0.039 -0.103
C -1.9813 2.3235 8.1387 -0.045 0.017 0.082
C -0.9361 3.2396 8.2504 0.040 0.038 -0.011
C 0.0672 3.2774 7.3054 -0.014 -0.072 -0.031
C 0.0269 2.3885 6.2310 -0.063 -0.015 -0.010
H 1.7164 3.1010 5.2099 -0.025 0.003 0.009
H 1.8286 1.5257 3.5789 0.045 -0.024 0.005
H -2.7193 -2.2605 3.9339 0.008 0.007 0.018
H -3.3699 -4.0287 2.3584 -0.009 0.002 0.011
H -3.0660 -5.1164 0.1304 0.003 -0.007 -0.010
H -1.7824 -3.8726 -1.6269 -0.018 -0.046 0.015
H -0.8874 -1.6211 -1.0749 0.014 -0.006 -0.020
H -2.8439 0.7605 6.9382 -0.007 -0.003 -0.002
H -2.7664 2.3082 8.8833 -0.008 0.002 0.000
H -0.9135 3.9350 9.0795 0.005 0.004 0.018
H 0.8801 3.9884 7.3778 0.009 0.029 0.016
F -2.6119 2.9002 1.7331 -0.418 0.434 0.238
P -2.2579 4.1418 2.7508 0.019 0.115 0.002
F -1.8557 5.3506 3.7342 -0.011 -0.034 -0.036
F -3.7572 4.6994 2.6069 0.035 -0.018 -0.006
F -2.6827 3.2296 4.0074 0.044 0.031 -0.096
F -0.7193 3.5494 2.8622 -0.217 0.323 0.221
F -1.7898 5.0197 1.4639 0.006 -0.089 0.071
C -4.1099 0.8353 -5.0343 0.028 -0.021 0.049
C -2.9206 1.7222 -4.6587 -0.217 -0.040 0.110
C -1.9502 1.8039 -5.8295 0.073 -0.046 0.014
Sb -1.9162 0.8620 -2.9201 -0.010 0.100 -0.250
C -3.5961 0.6169 -1.5778 -0.005 0.033 0.132
C -4.3625 -0.6799 -1.8190 0.003 -0.077 -0.076
C -4.5165 1.8245 -1.4689 0.053 0.082 -0.009
C -1.0632 -2.2433 -4.2495 0.025 -0.023 0.030
C 0.3500 -1.8034 -4.3422 0.061 -0.012 0.041
C -1.8040 -2.7264 -5.4411 -0.030 -0.011 -0.054
H -4.4971 1.1076 -6.0217 -0.009 0.033 -0.005
H -4.9305 0.9083 -4.3219 0.000 0.001 0.024
H -3.8170 -0.2189 -5.0959 0.004 -0.025 -0.012
H -3.2702 2.7213 -4.3872 0.035 -0.016 0.013
H -1.5833 0.8057 -6.0899 0.025 -0.012 -0.014
H -1.0942 2.4347 -5.6024 0.013 0.007 0.008
H -2.4543 2.2014 -6.7166 -0.014 0.021 -0.008
H -3.0739 0.5122 -0.6195 0.033 -0.010 -0.018
H -5.0820 -0.5761 -2.6342 0.021 0.007 -0.018
H -4.9204 -0.9630 -0.9227 -0.036 0.004 0.016
H -3.7026 -1.5160 -2.0640 -0.013 -0.026 0.021
H -5.0633 2.0035 -2.3975 0.000 -0.002 -0.045
H -3.9567 2.7260 -1.2203 -0.019 0.006 0.009
H -5.2563 1.6695 -0.6782 -0.003 -0.015 0.028
H -1.4494 -2.4963 -3.2708 -0.056 0.024 0.001
H 0.5398 -1.2683 -5.2763 -0.001 0.032 -0.009
H 1.0402 -2.6604 -4.3238 -0.004 0.001 -0.016
H 0.6286 -1.1564 -3.5071 0.015 -0.007 0.005
H -1.5897 -2.1088 -6.3177 -0.007 0.021 -0.011
H -2.8841 -2.7324 -5.2809 -0.012 -0.006 0.006
H -1.5177 -3.7545 -5.7125 0.011 0.002 0.006
O 5.7071 -7.7728 -1.2457 0.113 0.061 -0.016
S 6.8993 -7.0116 -1.5824 -0.051 -0.064 -0.059
O 6.8879 -6.4234 -2.9159 0.014 -0.021 0.132
O 8.1496 -7.6461 -1.2087 -0.086 0.074 -0.009
C 6.7743 -5.5310 -0.5128 0.105 -0.142 -0.096
N 7.8622 -5.1058 0.1196 0.174 -0.023 0.049
C 7.7206 -4.0118 0.8574 -0.071 0.056 0.028
C 6.5217 -3.3346 0.9876 -0.009 -0.083 -0.094
C 5.4419 -3.8609 0.2806 0.215 -0.010 0.078
N 5.5838 -4.9502 -0.4671 -0.217 0.078 0.019
C 4.0880 -3.2517 0.3087 -0.182 0.076 -0.019
C 3.7048 -2.2878 1.2370 0.026 -0.048 0.011
C 2.4135 -1.7807 1.1994 0.045 0.061 0.045
N 1.5135 -2.1582 0.2981 -0.144 0.095 0.033
C 1.8868 -3.0702 -0.5919 0.063 -0.134 -0.101
C 3.1411 -3.6542 -0.6287 -0.045 0.079 0.034
H 8.6120 -3.6596 1.3689 -0.001 0.011 0.005
H 6.4470 -2.4402 1.5888 -0.015 -0.003 -0.008
H 4.3813 -1.9278 2.0003 0.028 -0.023 -0.012
H 2.0935 -1.0286 1.9158 0.057 -0.039 -0.082
H 1.1366 -3.3624 -1.3230 -0.003 0.014 0.008
H 3.3932 -4.4079 -1.3605 0.034 -0.017 -0.002



94
Properties=species:S:1:pos:R:3:forces:R:3 method="wB97M-V/def2-TZVPD" charge=+2 homo_lumo_gap_ev="7.81 / 6.51" multiplicity=6 s_squared=8.765 e_above_lowest_kcal_mol=0.0 lumo_energy_ev="-4.49 / -6.90" energy_ev=-206419.430
Fe 0.8955 -0.6209 -0.4919 0.828 -0.576 -0.239
C 3.1158 -2.3762 0.9366 -0.036 0.001 0.022
C 4.1116 -1.2563 0.6353 -0.039 -0.007 0.050
C 3.6298 0.1338 0.9598 -0.041 -0.078 -0.163
C 4.2757 0.8980 1.9203 0.070 0.022 -0.068
C 3.8754 2.2054 2.1458 -0.020 0.042 0.001
C 2.8383 2.7246 1.3899 -0.015 -0.068 -0.056
C 2.2339 1.8951 0.4638 0.013 0.071 0.008
N 2.5936 0.6251 0.2544 -0.026 0.050 0.252
N 2.0665 -2.5218 -0.0917 -0.050 -0.110 0.006
C 2.6393 -2.9625 -1.3869 -0.015 0.020 -0.071
C 2.9214 -1.8356 -2.3505 -0.102 -0.004 0.077
C 3.9892 -1.8818 -3.2343 -0.124 -0.026 0.030
C 4.1490 -0.8540 -4.1491 -0.020 0.015 0.021
C 3.2390 0.1923 -4.1493 -0.006 -0.038 -0.004
C 2.2109 0.1666 -3.2281 0.057 -0.054 -0.022
N 2.0455 -0.8215 -2.3443 0.258 0.093 0.014
C 1.0750 -3.5215 0.3428 -0.038 -0.027 0.057
C -0.1364 -3.4751 -0.5614 0.047 -0.008 -0.009
C -0.9936 -4.5564 -0.7014 0.152 0.069 -0.059
C -2.0216 -4.4758 -1.6264 -0.028 -0.027 0.024
C -2.1562 -3.3270 -2.3892 -0.025 0.074 0.032
C -1.2798 -2.2854 -2.1653 0.121 -0.042 -0.003
N -0.2893 -2.3482 -1.2665 -0.351 -0.019 0.135
H 2.6147 -2.1859 1.8882 0.052 0.009 -0.006
H 3.6512 -3.3280 1.0446 0.024 0.038 -0.039
H 4.3985 -1.2803 -0.4166 0.034 -0.027 -0.042
H 5.0281 -1.4466 1.1933 -0.054 -0.013 0.065
H 5.1120 0.4766 2.4601 0.003 -0.015 0.038
H 4.3786 2.8138 2.8853 0.009 -0.002 0.016
H 2.4949 3.7416 1.5103 0.012 0.027 0.003
H 1.4155 2.2568 -0.1455 0.013 -0.012 0.012
H 1.9034 -3.6071 -1.8730 0.074 -0.005 -0.013
H 3.5328 -3.5750 -1.2284 0.011 0.069 0.019
H 4.6784 -2.7143 -3.2040 0.020 -0.016 -0.001
H 4.9730 -0.8681 -4.8484 0.025 0.003 -0.022
H 3.3253 1.0147 -4.8435 -0.002 0.022 -0.025
H 1.4799 0.9587 -3.1876 -0.028 0.136 0.029
H 0.7951 -3.3186 1.3798 -0.003 0.064 -0.058
H 1.5047 -4.5318 0.3241 -0.026 0.036 0.031
H -0.8273 -5.4578 -0.1276 -0.014 -0.007 0.036
H -2.6964 -5.3093 -1.7668 -0.010 -0.013 0.008
H -2.9333 -3.2286 -3.1322 -0.013 -0.009 -0.025
H -1.3486 -1.3689 -2.7337 -0.042 0.106 -0.015
C 0.3536 3.6218 -2.6335 -0.054 0.022 -0.112
Ge -1.2285 2.4717 -2.6203 0.245 -0.395 0.227
C -1.2612 1.2595 -4.1539 -0.045 0.169 -0.069
C -2.8174 3.5804 -2.4691 -0.003 0.065 -0.038
Ge -1.1651 0.9421 -0.5333 -1.026 0.747 -0.184
C -2.8099 -0.1429 -0.4779 0.104 -0.150 -0.024
C -3.8956 0.1159 -1.3108 -0.007 0.041 -0.108
C -5.0503 -0.6538 -1.2501 -0.016 -0.030 0.056
C -5.1453 -1.6961 -0.3405 -0.044 0.005 -0.021
C -4.0775 -1.9662 0.5031 -0.006 -0.045 -0.026
C -2.9245 -1.2017 0.4241 0.175 -0.042 0.069
C -1.5135 2.2595 0.8725 0.110 -0.002 0.225
C -2.5200 2.0421 1.8197 -0.098 -0.049 -0.109
C -2.7807 2.9644 2.8217 0.002 0.007 0.014
C -2.0400 4.1354 2.8990 -0.035 0.026 0.051
C -1.0516 4.3846 1.9595 0.023 0.028 -0.039
C -0.7944 3.4549 0.9626 0.057 -0.016 -0.010
H 0.3586 4.1511 -3.5883 0.038 0.009 -0.027
H 1.2916 3.0807 -2.5442 0.081 -0.065 0.004
H 0.3112 4.3737 -1.8488 -0.062 0.013 0.043
H -1.2117 1.8535 -5.0678 -0.008 -0.015 -0.048
H -2.1835 0.6813 -4.1804 -0.033 -0.015 0.040
H -0.4141 0.5775 -4.1490 -0.003 -0.055 -0.010
H -2.7484 4.3052 -3.2834 -0.058 0.045 0.005
H -2.8387 4.1195 -1.5246 0.033 -0.010 0.043
H -3.7414 3.0218 -2.5813 -0.034 -0.031 -0.014
H -3.8639 0.9305 -2.0233 0.046 0.015 -0.018
H -5.8807 -0.4312 -1.9058 -0.025 0.012 -0.028
H -6.0477 -2.2901 -0.2860 -0.007 -0.004 -0.003
H -4.1423 -2.7798 1.2140 -0.005 -0.019 0.028
H -2.0867 -1.4460 1.0700 -0.032 0.016 -0.037
H -3.1494 1.1626 1.7382 0.032 -0.008 0.046
H -3.5811 2.7852 3.5276 -0.018 -0.018 0.015
H -2.2528 4.8635 3.6696 0.003 0.015 0.026
H -0.4957 5.3125 1.9933 0.021 0.012 0.001
H -0.0321 3.6897 0.2292 0.013 0.007 -0.010
O 0.2740 -0.5094 1.5479 -0.169 -0.234 0.035
S 0.3224 -1.0167 2.9911 0.204 0.089 -0.108
C 0.8605 0.4092 3.9791 -0.014 0.068 0.029
C -0.1543 0.6088 5.1184 -0.001 0.067 -0.013
C -1.0862 -0.6088 5.1358 0.017 -0.019 0.016
C -1.3376 -0.9585 3.6758 -0.027 0.005 0.029
H 0.8749 1.2306 3.2600 0.012 0.022 0.019
H 1.8764 0.2193 4.3206 -0.010 -0.038 0.006
H -0.7316 1.5132 4.9245 -0.012 -0.023 -0.012
H 0.3510 0.7406 6.0730 -0.010 -0.014 -0.011
H -2.0244 -0.4083 5.6502 0.001 0.026 -0.008
H -0.6133 -1.4478 5.6515 -0.002 -0.020 -0.001
H -1.8521 -0.1582 3.1439 -0.062 0.043 -0.016
H -1.8383 -1.9093 3.5057 0.011 -0.020 0.028